C52H91INO23P5 | ωB97M-V with the def2-TZVPD basis set

Element x y z (Å)
1 C 6.998 1.010 -0.255
2 C 7.547 2.479 0.327
3 C 6.414 3.668 0.218
4 C 5.794 4.146 1.671
5 C 5.214 2.889 2.587
6 C 3.582 3.017 2.881
7 C 2.709 1.870 2.058
8 C 3.252 1.893 0.511
9 C 2.026 1.543 -0.569
10 C 2.370 2.446 -1.916
11 C 1.324 2.216 -3.157
12 C -0.255 2.615 -2.776
13 C -1.125 1.242 -2.990
14 C -2.682 1.317 -2.481
15 C -3.202 0.094 -1.466
16 C -4.728 -0.045 -0.883
17 C -5.825 1.097 -1.311
18 C -5.324 2.317 -2.284
19 C -3.772 2.474 -2.885
20 C -3.378 3.723 -3.871
21 C -2.826 5.066 -3.109
22 C -3.700 5.535 -1.804
23 N -4.600 6.711 -2.177
24 C -5.987 6.579 -1.587
25 C -6.132 7.103 -0.036
26 C -6.695 8.633 0.330
27 C -6.891 9.160 1.904
28 C -6.522 8.191 3.210
29 C -5.954 6.686 2.855
30 C -5.775 6.155 1.283
31 O -5.281 4.746 1.160
32 C -7.420 1.057 -0.835
33 O -8.274 2.083 -1.057
34 C -7.986 -0.271 -0.047
35 C -9.565 -0.539 0.346
36 C -9.997 -1.930 1.159
37 C -8.891 -3.077 1.638
38 I -9.399 -4.898 2.742
39 C -7.306 -2.787 1.267
40 C -6.872 -1.412 0.423
41 C -5.241 -1.281 0.104
42 O -4.376 -2.184 0.610
43 H 6.277 1.152 -1.191
44 H 6.404 0.439 0.596
45 H 7.905 0.336 -0.574
46 H 8.436 2.794 -0.396
47 H 8.021 2.366 1.396
48 H 5.587 3.375 -0.559
49 H 6.974 4.618 -0.235
50 H 4.904 4.899 1.472
51 H 6.638 4.757 2.213
52 H 5.729 2.967 3.658
53 H 5.520 1.847 2.138
54 H 3.168 4.071 2.505
55 H 3.313 2.902 4.015
56 H 1.552 2.134 2.023
57 H 2.905 0.766 2.465
58 H 3.596 3.006 0.251
59 H 4.187 1.199 0.312
60 H 0.958 1.787 -0.134
61 H 2.107 0.403 -0.873
62 H 2.557 3.597 -1.662
63 H 3.430 2.051 -2.295
64 H 1.417 1.107 -3.566
65 H 1.701 2.912 -4.046
66 H -0.360 3.093 -1.712
67 H -0.588 3.361 -3.635
68 H -1.091 0.814 -4.100
69 H -0.591 0.404 -2.329
70 H -2.427 -0.747 -1.129
71 H -6.089 3.163 -2.623
72 H -4.315 3.943 -4.577
73 H -2.536 3.320 -4.614
74 H -1.703 5.029 -2.782
75 H -2.907 5.955 -3.901
76 H -4.259 4.675 -1.240
77 H -2.914 5.978 -1.022
78 H -4.186 7.559 -1.700
79 H -6.693 7.288 -2.238
80 H -6.317 5.452 -1.746
81 H -6.988 9.329 -0.565
82 H -7.328 10.245 2.130
83 H -6.666 8.515 4.332
84 H -5.696 5.963 3.758
85 H -6.099 4.162 1.274
86 H -10.415 0.251 0.069
87 H -11.132 -2.103 1.424
88 H -6.486 -3.576 1.625
89 C -4.565 -4.971 4.721
90 O -4.339 -6.146 3.966
91 P -2.740 -6.669 3.566
92 O -2.418 -6.688 5.068
93 O -2.374 -5.169 2.964
94 C -3.187 -4.598 1.953
95 O -1.140 -7.191 3.165
96 C -0.163 -7.379 4.173
97 H -5.202 -5.223 5.577
98 H -3.640 -4.511 5.083
99 H -5.104 -4.256 4.103
100 H -3.580 -3.648 2.322
101 H -4.027 -5.253 1.685
102 H -2.593 -4.412 1.060
103 H -0.495 -8.125 4.901
104 H 0.072 -6.429 4.660
105 H 0.747 -7.759 3.700
106 C 6.597 -2.136 2.799
107 O 6.252 -2.359 1.446
108 P 4.935 -3.392 1.008
109 O 4.016 -2.508 1.863
110 O 5.539 -4.607 1.959
111 C 6.868 -5.060 1.763
112 O 3.618 -4.425 0.570
113 C 2.323 -4.216 1.101
114 H 6.623 -1.055 2.980
115 H 5.897 -2.601 3.501
116 H 7.597 -2.528 2.975
117 H 7.419 -4.927 2.696
118 H 7.377 -4.505 0.965
119 H 6.864 -6.118 1.504
120 H 1.955 -3.218 0.844
121 H 2.324 -4.370 2.183
122 H 1.646 -4.946 0.649
123 C 6.818 -0.890 -3.855
124 O 7.637 0.253 -3.699
125 P 8.569 0.882 -5.013
126 O 7.266 1.017 -5.815
127 O 9.217 -0.615 -5.302
128 C 9.877 -1.311 -4.258
129 O 9.502 1.511 -6.327
130 C 8.890 1.839 -7.561
131 H 5.804 -0.642 -3.521
132 H 6.777 -1.249 -4.889
133 H 7.196 -1.683 -3.214
134 H 9.371 -2.267 -4.106
135 H 9.863 -0.745 -3.316
136 H 10.913 -1.500 -4.535
137 H 8.113 2.597 -7.420
138 H 8.485 0.943 -8.038
139 H 9.653 2.265 -8.218
140 C 11.783 -4.239 3.788
141 O 11.662 -3.621 2.522
142 P 11.630 -4.548 1.062
143 O 10.421 -5.310 1.625
144 O 13.014 -5.344 1.509
145 C 14.178 -4.603 1.832
146 O 11.599 -5.476 -0.398
147 C 10.666 -6.528 -0.570
148 H 10.963 -3.892 4.427
149 H 11.758 -5.333 3.733
150 H 12.719 -3.924 4.244
151 H 14.472 -4.850 2.854
152 H 14.009 -3.521 1.760
153 H 14.988 -4.874 1.156
154 H 9.641 -6.154 -0.489
155 H 10.854 -7.328 0.150
156 H 10.792 -6.933 -1.578
157 C -15.887 0.679 1.760
158 O -15.893 -0.617 1.195
159 P -15.072 -0.960 -0.289
160 O -13.777 -0.449 0.361
161 O -15.831 0.312 -1.031
162 C -17.247 0.387 -1.026
163 O -14.251 -1.303 -1.773
164 C -12.879 -0.993 -1.932
165 H -15.540 0.608 2.797
166 H -15.246 1.381 1.214
167 H -16.906 1.060 1.774
168 H -17.541 1.323 -0.548
169 H -17.700 -0.451 -0.480
170 H -17.622 0.380 -2.048
171 H -12.274 -1.516 -1.185
172 H -12.721 0.087 -1.882
173 H -12.563 -1.343 -2.919

Forces on atoms 1 to 2 (eV/Å):
-0.103 0.175 0.583
0.222 -0.325 -1.348

Values from the calculation:
Kohn-Sham gap, Ha: 0.18155
E_LUMO, eV: -3.343
Charge: 0
M, g mol⁻¹: 1380.06